{
  "formula": "C28H30ClN3PReS",
  "method": "wB97M-V/def2-TZVPD",
  "gap_ev": [3.61, 3.74],
  "multiplicity": 2,
  "s_squared": 0.780,
  "e_tot_ha": -2526.1919,
  "de_lowest_kcal_mol": 43.01,
  "total_charge": 3,
  "homo_ev": [-15.8, -15.7],
  "symbols": ["Re", "N", "C", "C", "C", "C", "C", "C", "P", "C", "C", "C", "C", "C", "C", "C", "C", "C", "C", "C", "C", "H", "H", "H", "H", "H", "H", "H", "H", "H", "H", "H", "H", "H", "H", "H", "H", "C", "N", "C", "S", "N", "C", "H", "H", "H", "H", "H", "H", "H", "H", "Cl", "C", "C", "C", "C", "C", "C", "C", "H", "H", "H", "H", "H", "H"],
  "positions_angstrom": [[-0.4102, 0.1448, -0.9118], [-0.0802, 0.3198, 2.9798], [1.2285, 0.0879, 3.1453], [1.7456, -0.1510, 4.4413], [3.0652, -0.4845, 4.6185], [3.9176, -0.5640, 3.5149], [3.4425, -0.2851, 2.2373], [2.1150, 0.0613, 2.0299], [1.5747, 0.5963, 0.3724], [1.4456, 2.4049, 0.4262], [1.2164, 3.0201, -0.8149], [1.1460, 4.3970, -0.9070], [1.2988, 5.1669, 0.2383], [1.5342, 4.5616, 1.4649], [1.5863, 3.1805, 1.5729], [2.9983, 0.2176, -0.6896], [3.2023, -1.1076, -1.0906], [4.3581, -1.4407, -1.7742], [5.2989, -0.4633, -2.0679], [5.0937, 0.8510, -1.6725], [3.9430, 1.2004, -0.9882], [-0.4733, 0.4107, 2.0528], [-0.6843, 0.3734, 3.7853], [1.0781, -0.0870, 5.2867], [3.4476, -0.6888, 5.6072], [4.9580, -0.8129, 3.6510], [4.1284, -0.3175, 1.4052], [1.1575, 2.4114, -1.7204], [0.9957, 4.8766, -1.8631], [1.2392, 6.2422, 0.1751], [1.6932, 5.1734, 2.3402], [1.7574, 2.7162, 2.5332], [2.4710, -1.8675, -0.8439], [4.5366, -2.4633, -2.0669], [6.1981, -0.7236, -2.6054], [5.8357, 1.6053, -1.8807], [3.7931, 2.2220, -0.6712], [-3.4179, -3.0474, -2.7972], [-2.2607, -2.4986, -2.1094], [-1.8083, -2.9096, -0.9304], [-0.3425, -2.1568, -0.2849], [-2.3886, -3.8620, -0.2443], [-1.9698, -4.3845, 1.0349], [-3.6172, -2.4463, -3.6813], [-4.2969, -3.0089, -2.1519], [-3.2420, -4.0776, -3.1198], [-1.6434, -1.9155, -2.6633], [-3.1623, -4.3574, -0.6791], [-1.3654, -3.6560, 1.5705], [-1.3809, -5.2940, 0.8992], [-2.8487, -4.6352, 1.6262], [-1.6604, 0.8926, -2.6825], [-3.2973, 0.7032, -2.1070], [-4.3660, 0.7051, -2.9815], [-5.6365, 0.4720, -2.4708], [-5.8073, 0.2274, -1.1141], [-4.7206, 0.2262, -0.2535], [-3.4372, 0.4795, -0.7360], [-2.2495, 0.5973, 0.1602], [-4.2297, 0.8867, -4.0360], [-6.4881, 0.4786, -3.1357], [-6.7962, 0.0459, -0.7236], [-4.8663, 0.0579, 0.8037], [-2.4375, 0.0291, 1.0782], [-2.1159, 1.6630, 0.4224]]
}

{
  "formula": "CH3ClO2PS",
  "method": "wB97M-V/def2-TZVPD",
  "gap_ev": [6.99, 6.98],
  "multiplicity": 1,
  "e_tot_ha": -1390.1316,
  "de_lowest_kcal_mol": 104.13,
  "total_charge": -1,
  "homo_ev": [-3.8, -3.8],
  "symbols": ["C", "O", "O", "P", "S", "Cl", "H", "H", "H"],
  "positions_angstrom": [[0.7600, -0.0613, -0.7589], [-1.9471, 0.9681, -0.2621], [-0.3679, -1.6542, 1.5807], [-0.5269, 0.7870, 0.0255], [0.6200, 1.5489, -1.7531], [0.0009, 2.1571, 1.4776], [0.5765, -1.0820, -1.3177], [-0.7005, -2.4652, 1.1928], [1.5851, -0.1983, -0.1849]]
}

{
  "formula": "C8H26AgO8",
  "method": "wB97M-V/def2-TZVPD",
  "gap_ev": 6.06,
  "multiplicity": 1,
  "e_tot_ha": -1068.8580,
  "de_lowest_kcal_mol": 97.09,
  "total_charge": 1,
  "homo_ev": -12.1,
  "symbols": ["Ag", "C", "O", "H", "H", "H", "H", "C", "O", "H", "H", "H", "H", "C", "C", "O", "O", "H", "H", "H", "H", "H", "H", "C", "C", "O", "O", "H", "H", "H", "H", "H", "H", "C", "C", "O", "O", "H", "H", "H", "H", "H", "H"],
  "positions_angstrom": [[0.6421, -0.2181, -0.2266], [-2.9983, -0.1983, 3.0061], [-1.6386, -0.0112, 3.1851], [-3.4661, -0.6911, 3.8584], [-3.5286, 0.7253, 2.7740], [-3.2075, -0.8847, 2.1857], [-1.4148, 0.2696, 4.0754], [4.1756, 3.1747, 1.6814], [4.0564, 2.2787, 0.5450], [3.8092, 2.8205, 2.6450], [5.2186, 3.4838, 1.7503], [3.6323, 4.1127, 1.5674], [4.5502, 2.6332, -0.1980], [-0.2139, -0.6734, -4.9873], [-1.1206, -1.8366, -4.5328], [-1.5679, -1.6357, -3.2590], [0.9870, -0.5460, -4.2163], [-0.6174, 0.3345, -4.8900], [0.0954, -0.8314, -6.0205], [-0.6934, -2.8394, -4.5242], [-1.8709, -1.8569, -5.3232], [-2.0595, -2.4495, -3.1260], [1.4347, 0.1683, -4.6756], [-2.2336, 5.0045, 0.1381], [-3.6776, 5.5882, -0.0015], [-3.8482, 6.1566, -1.2761], [-2.0896, 3.9284, -0.7103], [-2.0672, 4.6946, 1.1697], [-1.4944, 5.7742, -0.0838], [-3.7573, 6.2876, 0.8307], [-4.4942, 4.9178, 0.2663], [-4.3906, 6.9390, -1.1525], [-2.2195, 4.2455, -1.6070], [2.9987, -6.4842, 2.5760], [2.1000, -5.8181, 1.5075], [2.5307, -4.4895, 1.1503], [3.1973, -5.6074, 3.7202], [3.9817, -6.6393, 2.1314], [2.5528, -7.4247, 2.8997], [1.0574, -5.7774, 1.8230], [2.0574, -6.4663, 0.6322], [3.2252, -4.5463, 0.4900], [2.3668, -5.6121, 4.2016]]
}